Entry 1:
# C10H16O

2 unconnected molecules or ions with the total composition C10H16O (ωB97M-V/def2-TZVPD, the OMol25 dataset).

Cartesian coordinates (Å):
C1 2.60310 0.28955 1.54409
C2 -0.50014 2.84201 0.12758
C3 -0.87041 1.71093 0.81288
C4 0.85192 3.09228 -0.21557
C5 0.15657 0.91025 1.30556
C6 1.83814 2.41712 0.51202
C7 1.45561 1.24344 1.14974
O1 -1.36528 3.67867 -0.57243
H1 -1.89990 1.32685 1.06101
H2 -2.20770 3.67437 -0.14061
H3 1.26846 3.96441 -0.74329
H4 -0.24221 -0.00046 1.63405
H5 2.86502 2.66212 0.44192
H6 3.15812 -0.03097 0.60388
H7 2.27056 -0.54407 2.19742
H8 3.26503 0.79233 2.09430
C8 -0.79022 -2.11914 -1.21637
C9 -2.22396 -1.80043 -1.01843
C10 -0.43056 -3.62873 -1.09754
H9 -0.35971 -1.84925 -2.21416
H10 -0.14894 -1.76242 -0.34463
H11 -2.88949 -2.68772 -0.95254
H12 0.60683 -3.60750 -1.27325
H13 -2.53378 -1.26402 -1.94640
H14 -2.37000 -1.14567 -0.17911
H15 -0.36813 -3.90901 -0.02956
H16 -1.13895 -4.25495 -1.54058

Results
Lowest unoccupied orbital energy (spin up / spin down) (eV): 3.47 / 3.34
Energy above the lowest of the compared OMol25 structures with the same formula, charge and spin (eV): 1.741
Maximum force (eV/A): 4.27
Gap between HOMO and LUMO (spin up / spin down) (eV): 2.4 / 7.1
2S+1: 2
Charge: -1
DFT total energy (eV): -12673.99057

Charges obtained by Mulliken population analysis, quoted in units of e: C -1.7093; C 0.6788; C -1.4195; C -0.8010; C -0.3617; C -0.4773; C 0.2916; O -0.1439; H 0.2181; H 0.2686; H 0.3043; H 0.5614; H 0.4490; H 0.2370; H 0.2964; H 0.6309; C 0.2678; C -0.8659; C -1.5548; H 0.4158; H -0.2222; H 0.3299; H 0.4319; H 0.2287; H 0.1538; H 0.3392; H 0.4524



Entry 2:
# C10H16O

2 unconnected molecules or ions with the total composition C10H16O (ωB97M-V/def2-TZVPD, the OMol25 dataset).

Cartesian coordinates (Å):
C1 -0.56282 -3.21736 -0.66692
C2 -1.18678 -4.63642 -0.70025
H1 -0.04968 -3.32910 0.27470
H2 0.10252 -3.09673 -1.34936
H3 -1.33356 -2.52298 -0.48308
H4 -2.16000 -4.89554 -0.22081
H5 -1.41377 -4.80220 -1.83544
H6 -0.32651 -5.35607 -0.48530
C3 -1.14678 2.92458 0.18421
C4 -1.12566 3.15405 -1.35989
C5 0.04121 2.14280 0.67651
C6 1.36210 2.47170 1.04768
C7 -0.19560 0.83312 0.11780
C8 2.32301 1.51478 1.19471
C9 0.66002 -0.24813 0.53794
C10 1.91394 0.19299 1.13586
O1 2.74878 -0.83974 1.52179
H7 -1.42552 3.90743 0.58067
H8 -2.18993 2.50656 0.36227
H9 -1.61243 2.32358 -1.74589
H10 1.51330 3.50599 1.16339
H11 -1.02819 0.61465 -0.55381
H12 3.37757 1.74788 1.21438
H13 0.52848 -1.22678 0.45738
H14 3.14561 -0.69594 2.30121
H15 -0.16694 3.07663 -1.85984
H16 -1.79238 3.95024 -1.50989

Results
Lowest unoccupied orbital energy (eV): 0.91
Energy above the lowest of the compared OMol25 structures with the same formula, charge and spin (eV): 4.108
Maximum force (eV/A): 8.23
Gap between HOMO and LUMO (eV): 9.2
Charge: 0
DFT total energy (eV): -12673.61731

Charges obtained by Mulliken population analysis, quoted in units of e: C -0.9420; C -0.9228; H 0.2786; H 0.4595; H 0.3129; H 0.3104; H 0.2381; H 0.2449; C -0.6889; C -1.1966; C -0.1173; C -0.4039; C -0.1894; C -0.6507; C -0.4048; C 0.4722; O -0.5095; H 0.4282; H 0.3368; H 0.3637; H 0.4757; H 0.3204; H 0.4076; H 0.3448; H 0.3007; H 0.3401; H 0.3913



Entry 3:
# C10H16O

A single C10H16O molecule (ωB97M-V/def2-TZVPD, the OMol25 dataset).

Cartesian coordinates (Å):
C1 -1.54828 -0.53280 0.08535
C2 -0.75099 0.14652 1.30115
C3 -0.28625 1.60365 0.87465
C4 0.54548 1.46683 -0.45762
C5 1.82395 0.63080 -0.12978
C6 1.40790 -0.81672 0.30996
C7 0.45533 -0.80601 1.59475
C8 0.62175 -1.54743 -0.86937
C9 -0.69084 -0.66685 -1.13626
C10 -0.20709 0.77188 -1.57816
H1 -3.30438 -0.29965 0.52402
H2 -1.66434 -1.64480 0.46968
H3 -1.54206 0.16390 2.05968
H4 0.25691 2.03816 1.70881
H5 -1.15717 2.20044 0.70941
H6 0.94513 2.43112 -0.91013
H7 2.39940 1.14742 0.62371
H8 2.52840 0.56222 -0.96119
H9 2.22131 -1.53352 0.54001
H10 0.01870 -1.77818 1.86061
H11 1.00503 -0.55385 2.44828
H12 0.30301 -2.52164 -0.62169
H13 1.22825 -1.61875 -1.88201
H14 -1.19549 -1.05163 -2.03297
H15 0.47281 0.72819 -2.46168
H16 -1.08545 1.40516 -1.87989
O1 -2.80099 0.07553 -0.18930

Results
Lowest unoccupied orbital energy (eV): 0.84
Energy above the lowest of the compared OMol25 structures with the same formula, charge and spin (eV): 0.959
Maximum force (eV/A): 3.36
Gap between HOMO and LUMO (eV): 10.4
Charge: 0
DFT total energy (eV): -12676.76636

Charges obtained by Mulliken population analysis, quoted in units of e: C -0.4861; C 0.2200; C -1.3257; C 0.4138; C -1.3281; C 0.2614; C -1.3428; C -1.2005; C 0.1307; C -1.2022; H 0.4248; H 0.3154; H 0.4152; H 0.4998; H 0.4286; H 0.1753; H 0.4667; H 0.4806; H 0.2499; H 0.4848; H 0.4578; H 0.4805; H 0.3687; H 0.3129; H 0.4585; H 0.3589; O -0.5190



> energy above the lowest of the compared OMol25 structures with the same formula, charge and spin of number 2 (C10H16O)?

4.108 eV